{
  "formula": "C3H13NO3",
  "method": "wB97M-V/def2-TZVPD",
  "orbital_gap_ev": [9.8, 5.8],
  "spin_multiplicity": 2,
  "total_charge": 1,
  "homo_energy_ha": [-0.479, -0.479],
  "e_above_lowest_ev": 1.982,
  "elements": ["C", "C", "N", "C", "H", "H", "H", "H", "H", "H", "H", "H", "H", "O", "H", "H", "O", "H", "H", "O"],
  "positions_angstrom": [[0.8918, 2.3826, 0.0584], [-0.4258, 2.6101, 0.2773], [-1.4933, 1.7736, 0.3817], [-2.7272, 2.4517, 0.0271], [1.2180, 1.3966, -0.0900], [1.7522, 3.0757, -0.0076], [-0.8900, 3.6574, 0.3942], [-1.6629, 0.7779, 0.0102], [-2.8306, 2.5896, -0.9734], [-3.6434, 1.8011, 0.1997], [-2.8619, 3.3964, 0.5488], [3.1283, -5.7282, 2.5481], [2.6724, -6.4836, 1.0841], [2.7009, -6.5138, 2.0766], [4.6094, -0.7938, -1.6917], [3.8528, -1.8128, -2.2915], [3.6866, -1.1465, -1.6807], [-2.0489, -1.4372, -0.6809], [-3.1791, -1.2353, 0.2739], [-2.7493, -0.7615, -0.4644]],
  "forces_ev_per_a": [[1.390, -0.078, -0.039], [-2.861, 2.039, 0.900], [0.274, -0.254, -2.593], [-2.757, -1.122, 3.403], [0.277, -1.473, -0.125], [-1.285, 0.181, 0.151], [1.651, -1.344, -0.142], [1.198, 0.674, 1.077], [0.466, 0.641, -3.242], [1.311, 0.597, 0.473], [0.109, -0.065, 0.083], [-0.836, -1.546, -1.900], [0.490, 0.704, 1.740], [0.350, 0.842, 0.159], [-1.071, 0.230, 0.574], [-0.345, -2.380, -1.871], [1.379, 2.191, 1.318], [-0.894, 1.007, -0.146], [-0.160, 0.531, -0.293], [1.316, -1.377, 0.473]],
  "lowdin_charge": [0.195, -0.116, 0.064, -0.059, 0.072, 0.117, 0.161, 0.150, 0.074, 0.128, 0.106, 0.069, 0.051, -0.119, 0.065, -0.010, -0.055, 0.094, 0.079, -0.066]
}

=====

{
  "formula": "C41H51BIN8O2S3Tl",
  "method": "wB97M-V/def2-TZVPD",
  "orbital_gap_ev": 6.6,
  "spin_multiplicity": 1,
  "total_charge": 0,
  "homo_energy_ha": -0.259,
  "e_above_lowest_ev": 0.000,
  "elements": ["Tl", "C", "C", "C", "C", "N", "N", "B", "N", "N", "C", "C", "C", "C", "C", "S", "C", "C", "C", "C", "N", "N", "C", "C", "C", "C", "C", "S", "C", "C", "C", "C", "C", "S", "C", "C", "C", "C", "H", "H", "H", "H", "H", "H", "H", "H", "H", "H", "H", "H", "H", "H", "H", "H", "H", "H", "H", "H", "H", "H", "H", "H", "H", "H", "H", "H", "H", "H", "H", "H", "H", "H", "H", "H", "H", "H", "H", "C", "C", "N", "C", "C", "C", "O", "C", "C", "N", "C", "C", "C", "C", "C", "C", "I", "C", "O", "H", "H", "H", "H", "H", "H", "H", "H", "H", "H", "H", "H"],
  "positions_angstrom": [[-1.2857, -2.9837, -1.4409], [1.8378, 0.0135, -3.4567], [1.7398, 0.3818, -2.0164], [2.8255, 0.6350, -1.2444], [2.6795, 0.8772, 0.1451], [1.5043, 0.8791, 0.6979], [0.4078, 0.6781, -0.0607], [-0.8536, 0.8120, 0.8080], [-0.5820, 0.6575, 2.3015], [-0.8595, 1.7482, 3.0205], [-0.6471, 1.7329, 4.3000], [-0.0975, 0.5804, 4.9297], [0.1663, -0.5384, 4.2111], [0.7481, -1.7695, 4.8211], [-0.1334, -0.5305, 2.7982], [0.0623, -1.8489, 1.7928], [-0.9864, 2.9830, 5.0966], [-2.0067, 2.6186, 6.1826], [-1.5781, 4.0622, 4.1927], [0.2939, 3.5218, 5.7486], [-1.8523, 1.9579, 0.4386], [-1.7096, 3.2362, 0.1601], [-2.8312, 3.8890, -0.0752], [-4.0944, 3.2370, -0.0087], [-4.2105, 1.9026, 0.2841], [-5.4860, 1.1325, 0.3541], [-2.9791, 1.2604, 0.4964], [-2.3862, -0.3163, 0.7727], [-2.6613, 5.3607, -0.4328], [-1.8686, 6.0507, 0.6841], [-1.8753, 5.4460, -1.7483], [-4.0057, 6.0663, -0.6045], [0.4398, 0.4287, -1.4016], [-0.9771, 0.1422, -2.2598], [3.8451, 1.1577, 1.0882], [5.1897, 0.8940, 0.4126], [3.7698, 2.6273, 1.5171], [3.7153, 0.2573, 2.3239], [2.8756, 0.0220, -3.7885], [1.2473, 0.6939, -4.0703], [1.4173, -0.9868, -3.5894], [3.8137, 0.6062, -1.6820], [0.1150, 0.6060, 5.9917], [0.9264, -1.6243, 5.8859], [1.6833, -2.0304, 4.3241], [0.0784, -2.6176, 4.6715], [-2.9246, 2.2297, 5.7380], [-2.2590, 3.5065, 6.7662], [-1.6193, 1.8675, 6.8734], [-2.4946, 3.7158, 3.7125], [-0.8805, 4.3467, 3.4047], [-1.8102, 4.9444, 4.7929], [0.7426, 2.7937, 6.4259], [0.0673, 4.4188, 6.3282], [1.0338, 3.7833, 4.9893], [-4.9912, 3.8097, -0.2014], [-6.3516, 1.7723, 0.1971], [-5.5737, 0.6397, 1.3244], [-5.4834, 0.3429, -0.4006], [-0.8998, 5.5720, 0.8218], [-2.4099, 6.0074, 1.6318], [-1.7081, 7.1000, 0.4298], [-0.9024, 4.9671, -1.6444], [-1.7227, 6.4913, -2.0230], [-2.4142, 4.9522, -2.5593], [-4.6067, 6.0250, 0.3069], [-4.5874, 5.6427, -1.4259], [-3.8303, 7.1173, -0.8359], [5.3613, 1.5661, -0.4303], [5.2744, -0.1387, 0.0610], [5.9905, 1.0642, 1.1340], [3.8407, 3.2915, 0.6528], [4.5939, 2.8613, 2.1948], [2.8276, 2.8286, 2.0298], [3.7396, -0.7967, 2.0408], [2.7737, 0.4443, 2.8398], [4.5402, 0.4520, 3.0126], [3.3101, -2.7708, -0.1656], [3.1371, -3.8127, -1.2296], [4.1124, -4.6633, -1.4102], [3.9852, -5.6195, -2.3551], [2.8657, -5.7734, -3.1241], [2.8420, -6.8902, -4.1339], [2.7880, -6.4277, -5.4838], [1.7740, -4.8804, -2.9408], [0.5807, -5.1008, -3.7346], [-0.5746, -4.5654, -3.5639], [-1.6152, -5.0181, -4.4020], [-1.8955, -6.3791, -4.5306], [-2.9446, -6.8234, -5.3185], [-3.7422, -5.9110, -5.9921], [-3.4832, -4.5533, -5.8700], [-2.4347, -4.1131, -5.0773], [-2.0517, -2.0662, -4.9241], [1.9068, -3.8300, -1.9961], [1.0332, -2.9125, -1.7954], [3.7995, -1.8883, -0.5917], [3.9527, -3.1633, 0.6206], [2.3565, -2.4431, 0.2382], [4.8251, -6.2968, -2.4660], [1.9667, -7.5300, -4.0108], [3.7247, -7.5185, -3.9835], [3.4387, -5.7236, -5.5742], [0.7017, -5.8021, -4.5620], [-1.2860, -7.0867, -3.9824], [-3.1414, -7.8844, -5.3993], [-4.5659, -6.2477, -6.6070], [-4.0969, -3.8326, -6.3932]],
  "forces_ev_per_a": [[0.033, 0.108, -0.060], [0.042, -0.022, -0.007], [-0.032, -0.052, 0.054], [0.013, -0.069, -0.040], [-0.212, -0.010, 0.083], [0.192, 0.230, -0.219], [0.142, 0.255, 0.063], [0.301, -0.458, -0.265], [0.864, 0.558, 0.386], [0.123, 0.282, 0.149], [-0.009, -0.096, 0.076], [-0.009, 0.096, -0.057], [-0.081, -0.053, -0.085], [-0.033, -0.001, 0.016], [0.079, 0.509, 0.087], [0.077, -0.300, 0.063], [0.008, -0.026, -0.032], [-0.002, 0.030, 0.033], [-0.006, -0.003, -0.010], [0.003, 0.008, -0.007], [0.733, 0.418, 0.188], [-0.340, -0.010, 0.054], [0.075, -0.101, 0.017], [0.050, -0.026, 0.031], [0.053, 0.128, 0.002], [0.023, -0.039, -0.008], [-0.078, 0.123, -0.238], [-1.727, -1.563, -0.683], [0.002, 0.014, -0.011], [-0.004, -0.004, 0.017], [0.007, -0.016, 0.011], [-0.008, -0.010, 0.013], [-0.196, -0.121, 0.553], [-0.128, 0.226, -0.050], [-0.046, -0.083, 0.038], [0.049, -0.050, 0.015], [0.006, 0.030, 0.014], [0.001, -0.014, -0.037], [-0.001, -0.001, 0.010], [-0.011, -0.001, -0.018], [0.010, 0.018, -0.012], [-0.011, 0.001, -0.041], [0.009, -0.037, -0.011], [0.001, -0.010, -0.007], [0.014, 0.002, -0.013], [0.002, 0.001, 0.000], [0.001, -0.003, -0.003], [-0.003, -0.009, -0.005], [0.002, 0.004, -0.016], [0.002, 0.006, -0.004], [-0.007, -0.003, 0.001], [-0.002, 0.003, -0.006], [0.010, -0.008, 0.002], [-0.003, -0.003, -0.003], [-0.008, -0.010, 0.010], [0.005, 0.006, -0.009], [0.000, 0.009, -0.001], [-0.021, 0.022, 0.000], [-0.013, 0.020, -0.006], [-0.006, 0.004, -0.004], [0.003, -0.002, 0.005], [-0.001, -0.001, -0.004], [0.004, -0.007, -0.005], [-0.008, 0.001, 0.002], [0.004, 0.002, -0.004], [0.004, 0.005, 0.000], [0.003, 0.003, -0.002], [0.003, 0.001, -0.002], [0.007, 0.000, -0.009], [-0.017, 0.074, 0.026], [0.002, -0.001, -0.009], [-0.005, 0.012, 0.005], [-0.005, 0.004, 0.001], [0.010, -0.013, -0.020], [0.005, -0.008, -0.001], [-0.006, 0.013, 0.009], [0.004, 0.006, -0.001], [0.112, 0.092, -0.119], [-0.098, 0.026, 0.007], [0.035, -0.084, -0.031], [0.077, 0.031, 0.054], [-0.119, 0.018, -0.044], [0.005, -0.015, -0.012], [0.002, 0.006, 0.001], [0.051, 0.049, 0.083], [-0.053, 0.064, -0.017], [0.039, -0.030, -0.032], [0.072, 0.012, 0.062], [-0.014, -0.046, -0.001], [0.008, 0.015, 0.003], [0.013, 0.018, 0.010], [-0.009, -0.027, 0.002], [-0.048, 0.061, -0.053], [0.031, -0.073, 0.012], [0.012, -0.179, -0.111], [0.020, 0.105, 0.098], [-0.025, -0.013, 0.015], [0.005, 0.003, 0.014], [-0.072, -0.003, 0.049], [0.004, 0.007, -0.001], [-0.004, 0.000, 0.008], [0.002, 0.002, 0.010], [0.001, 0.000, -0.004], [0.006, -0.025, -0.014], [0.003, 0.004, 0.003], [-0.001, -0.002, 0.001], [-0.002, -0.005, -0.002], [0.005, 0.002, -0.001]],
  "lowdin_charge": [0.727, -0.059, -0.243, 0.054, -0.206, 0.171, 0.025, -0.895, -0.062, 0.185, -0.212, 0.050, -0.249, -0.066, -0.678, 0.691, -0.553, -0.043, -0.067, -0.041, 0.001, 0.220, -0.185, 0.085, -0.202, -0.021, -0.486, 0.945, -0.553, -0.048, -0.041, -0.065, -0.633, 0.556, -0.540, -0.058, -0.041, -0.034, 0.085, 0.076, 0.072, 0.117, 0.120, 0.081, 0.079, 0.080, 0.091, 0.087, 0.078, 0.080, 0.076, 0.087, 0.078, 0.087, 0.089, 0.115, 0.084, 0.094, 0.097, 0.078, 0.083, 0.087, 0.082, 0.087, 0.090, 0.088, 0.087, 0.088, 0.084, 0.082, 0.088, 0.088, 0.085, 0.077, 0.080, 0.069, 0.088, -0.027, -0.250, 0.106, -0.122, -0.176, -0.221, -0.065, -0.069, -0.062, -0.018, -0.360, -0.027, -0.082, -0.094, -0.158, -0.642, 0.941, -0.316, -0.283, 0.066, 0.081, 0.024, 0.103, 0.118, 0.112, 0.093, 0.121, 0.116, 0.104, 0.102, 0.089]
}